[1]
{
  "formula": "C4H14NO3",
  "method": "ωB97M-V/def2-TZVPD",
  "elements": ["C", "C", "C", "C", "O", "N", "H", "H", "H", "H", "H", "H", "H", "H", "H", "H", "H", "H", "O", "H", "H", "O"],
  "coordinates": [[-0.349, -1.105, -2.303], [0.258, -0.650, -0.980], [0.928, -1.746, -0.193], [1.744, -1.115, 0.924], [1.641, 0.066, 1.128], [-0.844, -0.018, -0.135], [0.427, -1.501, -2.962], [-0.849, -0.283, -2.828], [-1.125, -1.852, -2.099], [0.887, 0.211, -1.166], [1.572, -2.365, -0.816], [0.198, -2.414, 0.270], [2.263, -1.771, 1.639], [-1.500, -0.722, 0.200], [-1.365, 0.611, -0.751], [-0.381, 0.544, 0.592], [0.172, 3.365, -0.422], [-0.708, 3.056, 0.766], [-0.288, 2.632, 0.004], [-1.579, 1.367, 3.232], [-0.251, 2.076, 3.254], [-0.851, 1.616, 2.648]],
  "forces_ev_per_angstrom": [[-0.42, 0.00, 0.33], [-0.88, 0.30, -0.87], [0.67, 0.36, 0.34], [-0.99, -0.13, 0.44], [0.47, 0.18, 0.21], [0.24, -0.35, -0.91], [-0.20, -0.09, 0.14], [0.22, -0.01, 0.09], [0.25, -0.19, -0.29], [0.55, -0.11, 0.10], [-0.04, -0.03, -0.14], [-0.04, -0.17, -0.04], [0.35, -0.05, -0.25], [0.14, 0.09, 0.36], [0.10, 0.24, 0.35], [-0.34, 0.03, 0.33], [0.08, -0.14, -0.15], [-0.01, -0.31, 0.06], [-0.08, 0.47, -0.02], [-0.04, 0.00, -0.14], [0.10, -0.14, -0.30], [-0.12, 0.06, 0.36]],
  "de_lowest_kcal_mol": 2.4,
  "orbital_gap_ev": 11.05,
  "total_charge": 1,
  "e_tot_ha": -441.054531,
  "molar_mass_g_mol": 124.16,
  "fmax_ev_per_a": 1.3
}


[2]
{
  "formula": "C18H51NO10",
  "method": "ωB97M-V/def2-TZVPD",
  "elements": ["C", "O", "C", "C", "N", "C", "C", "O", "C", "H", "H", "H", "H", "H", "H", "H", "H", "H", "H", "H", "H", "H", "H", "H", "O", "C", "C", "O", "H", "H", "H", "H", "H", "H", "O", "C", "C", "O", "H", "H", "H", "H", "H", "H", "C", "C", "O", "H", "H", "H", "H", "H", "H", "C", "C", "O", "H", "H", "H", "H", "H", "H", "C", "C", "O", "H", "H", "H", "H", "H", "H", "C", "C", "O", "H", "H", "H", "H", "H", "H"],
  "coordinates": [[-1.698, -1.427, 2.123], [-0.427, -1.228, 2.628], [-0.316, -1.286, 4.024], [1.149, -1.002, 4.300], [1.267, -0.800, 5.712], [2.564, -0.258, 5.988], [2.636, 0.015, 7.469], [2.192, -0.770, 8.313], [2.379, -0.314, 9.663], [-2.369, -0.747, 2.615], [-2.129, -2.405, 2.194], [-1.510, -1.231, 1.055], [-0.614, -2.247, 4.417], [-0.960, -0.602, 4.443], [1.437, -0.115, 3.682], [1.854, -1.822, 3.961], [1.188, -1.610, 6.298], [2.547, 0.711, 5.499], [3.415, -0.744, 5.659], [2.236, 0.928, 7.668], [3.708, 0.188, 7.665], [3.434, -0.110, 9.972], [1.845, -1.108, 10.194], [1.866, 0.614, 9.840], [1.726, 2.027, -3.574], [0.399, 1.871, -3.283], [-0.041, 2.717, -2.208], [0.581, 2.174, -1.074], [2.235, 2.072, -2.736], [-0.128, 2.031, -4.191], [0.247, 0.841, -3.031], [-1.123, 2.675, -2.051], [0.210, 3.766, -2.433], [0.313, 2.735, -0.347], [3.358, -0.283, -0.161], [2.116, -0.388, 0.443], [1.133, -0.694, -0.539], [0.904, -2.067, -0.505], [3.625, -1.183, -0.303], [2.099, -1.055, 1.345], [1.827, 0.590, 0.800], [1.451, -0.364, -1.546], [0.251, -0.103, -0.353], [1.783, -2.522, -0.585], [-2.247, 2.080, 1.156], [-0.953, 1.980, 1.804], [0.006, 2.965, 1.422], [-2.654, 3.150, 1.249], [-2.905, 1.382, 1.655], [-2.170, 1.899, 0.047], [-0.440, 1.056, 1.609], [-1.039, 2.077, 2.861], [-0.343, 3.787, 1.766], [-2.649, 0.231, -3.036], [-2.460, -0.407, -1.772], [-1.655, -1.578, -1.871], [-1.759, 0.576, -3.485], [-3.278, 1.103, -2.941], [-3.152, -0.445, -3.726], [-3.450, -0.639, -1.387], [-1.995, 0.224, -1.055], [-0.876, -1.529, -1.367], [1.221, -2.941, -5.034], [0.728, -2.099, -3.956], [-0.501, -1.525, -4.268], [1.469, -2.510, -5.980], [0.423, -3.663, -5.250], [2.115, -3.498, -4.744], [1.489, -1.381, -3.631], [0.562, -2.782, -3.124], [-1.084, -1.436, -3.544], [-2.695, 1.180, -7.701], [-2.425, 0.465, -6.440], [-1.033, 0.495, -6.196], [-3.745, 1.282, -7.962], [-2.164, 0.733, -8.547], [-2.302, 2.225, -7.735], [-2.861, -0.547, -6.538], [-3.003, 0.945, -5.579], [-0.840, -0.326, -5.751]],
  "forces_ev_per_angstrom": [[0.54, 0.65, -1.32], [0.71, -0.70, 0.08], [1.94, -1.51, -1.70], [-0.30, -1.02, -0.37], [0.86, 0.71, -0.11], [-2.29, 1.78, 1.58], [5.76, 4.91, -5.13], [-3.06, -6.69, 6.35], [-0.45, -1.21, -0.36], [-0.75, 0.64, -0.11], [0.11, -1.03, 0.36], [-0.96, 0.13, 0.16], [-0.05, -0.73, 0.08], [-1.24, 2.05, 1.25], [-0.18, -0.31, 0.90], [-0.93, 0.49, -0.07], [-0.55, -0.76, -0.29], [0.48, 0.37, 0.00], [1.63, -1.80, -0.97], [-1.49, 3.53, -0.10], [0.66, 0.24, -0.17], [-0.51, -0.76, -0.52], [0.66, 0.33, 0.62], [-0.53, 0.64, -0.22], [2.72, 0.63, 0.30], [-0.40, -1.19, -1.45], [-1.07, 0.89, 0.84], [0.39, 0.44, 0.34], [-0.48, -0.14, -0.69], [-0.64, 0.28, -0.92], [-0.52, -0.87, 0.38], [-0.28, -0.02, -0.31], [0.22, -0.13, 0.33], [0.29, 0.08, 1.00], [1.53, 0.12, 0.17], [0.58, 2.01, 2.56], [-1.15, -0.34, -1.78], [0.09, -2.17, -0.67], [0.78, -0.47, -0.31], [-0.09, 0.26, -0.86], [0.56, 0.61, 0.45], [0.10, -0.04, 0.40], [-0.91, -0.42, 0.19], [-1.43, 0.51, 0.00], [-1.41, 1.87, -1.86], [2.05, -0.08, 0.47], [-0.15, 0.47, -0.28], [0.32, -1.48, 0.07], [-0.51, -0.11, -0.26], [-0.24, -0.03, 1.12], [-0.05, -0.65, -0.07], [-0.31, -0.24, 1.11], [0.18, 0.53, -0.02], [-1.09, 0.86, -2.10], [0.09, -1.24, 2.11], [-2.08, -0.54, -1.30], [1.06, 0.22, -0.60], [-0.42, 0.29, 0.14], [-0.01, -0.04, -0.16], [-0.04, -0.51, 0.40], [0.40, 0.85, 0.67], [1.54, 0.04, 1.18], [0.07, -2.01, -1.28], [0.02, 0.13, 1.88], [0.67, 0.62, -2.95], [0.04, 0.94, -0.52], [0.28, -0.12, -0.04], [-0.07, -0.02, 0.23], [-0.15, 0.39, -0.07], [0.12, 0.04, 0.45], [-0.64, -0.28, 1.80], [0.43, 1.85, -1.73], [-1.01, 0.33, 1.26], [-0.62, 0.12, -0.36], [-0.24, -0.30, 0.11], [-0.21, -0.36, 0.14], [-0.19, -0.60, 0.56], [0.55, 0.05, 0.21], [0.70, -0.40, -0.94], [0.60, -0.58, 0.74]],
  "de_lowest_kcal_mol": 0.0,
  "orbital_gap_ev": 9.50,
  "e_tot_ha": -1523.324094,
  "molar_mass_g_mol": 441.60,
  "fmax_ev_per_a": 9.7
}


[3]
{
  "formula": "C19H36AlBCaClF7N3O11P2",
  "method": "ωB97M-V/def2-TZVPD",
  "elements": ["C", "C", "O", "N", "C", "C", "O", "P", "O", "C", "C", "C", "O", "P", "O", "H", "H", "H", "H", "H", "H", "H", "H", "H", "H", "H", "H", "H", "H", "H", "H", "H", "C", "N", "O", "O", "H", "H", "H", "Al", "F", "C", "C", "C", "C", "C", "C", "H", "H", "H", "H", "H", "C", "C", "C", "O", "C", "N", "H", "H", "H", "H", "H", "H", "H", "H", "H", "H", "H", "B", "F", "F", "F", "F", "C", "O", "O", "O", "F", "Ca", "F", "Cl"],
  "coordinates": [[3.869, -2.731, 1.709], [2.615, -2.681, 0.604], [2.688, -3.467, -0.484], [1.465, -1.763, 0.955], [1.774, -0.304, 0.709], [1.121, 0.811, 1.769], [2.568, 0.187, -0.258], [-0.085, -2.281, 0.245], [-0.219, -0.896, -0.802], [-1.832, -1.945, 0.970], [-1.777, -1.767, 2.610], [-2.679, -0.484, 3.162], [-2.401, -0.352, 4.604], [-0.107, -4.175, 1.411], [0.598, -3.971, 2.842], [4.230, -3.849, 1.911], [3.505, -2.327, 2.764], [4.743, -2.077, 1.265], [2.042, 1.347, 2.306], [0.519, 0.282, 2.653], [0.413, 1.581, 1.229], [0.005, -3.119, -0.958], [-0.293, -1.209, -1.770], [-2.544, -2.846, 0.648], [-2.321, -0.980, 0.474], [-0.635, -1.563, 2.872], [-2.094, -2.724, 3.207], [-2.317, 0.457, 2.527], [-3.820, -0.706, 2.968], [-1.914, -1.199, 4.878], [0.556, -5.237, 0.677], [-1.515, -4.502, 1.678], [-4.949, 1.302, -1.337], [-4.203, 0.575, -0.275], [-4.263, -0.660, -0.285], [-3.577, 1.264, 0.539], [-5.449, 0.574, -1.979], [-5.678, 1.948, -0.844], [-4.224, 1.886, -1.908], [-2.278, -4.027, 4.603], [4.522, 0.830, -6.134], [4.274, -0.106, -5.209], [4.514, -1.443, -5.507], [4.261, -2.418, -4.542], [3.759, -2.046, -3.293], [3.516, -0.702, -3.005], [3.780, 0.274, -3.966], [4.897, -1.714, -6.486], [4.453, -3.465, -4.763], [3.557, -2.807, -2.542], [3.122, -0.415, -2.033], [3.606, 1.324, -3.756], [-2.241, 6.855, 0.015], [-2.488, 5.452, -0.536], [-3.529, 5.411, -1.679], [-4.887, 5.542, -1.249], [-5.291, 6.876, -0.979], [-2.869, 4.563, 0.571], [-3.036, 7.191, 0.686], [-1.311, 6.874, 0.596], [-2.142, 7.585, -0.794], [-1.536, 5.096, -0.949], [-3.466, 4.424, -2.156], [-3.299, 6.145, -2.461], [-4.818, 7.596, -1.654], [-5.076, 7.126, 0.061], [-6.374, 6.937, -1.111], [-2.930, 3.608, 0.217], [-3.836, 4.788, 0.825], [6.626, -1.557, 3.994], [7.154, -0.376, 4.657], [5.173, -1.534, 4.046], [7.060, -1.569, 2.606], [7.116, -2.750, 4.665], [-1.163, -4.882, -2.460], [-0.884, -4.802, -1.273], [-1.244, -3.926, -3.239], [-1.407, -5.933, -3.065], [-3.274, -1.501, 6.414], [2.726, -4.482, 3.535], [3.326, -3.376, -6.657], [8.126, -1.061, 0.717]],
  "forces_ev_per_angstrom": [[-1.35, 0.15, -0.09], [1.24, -3.65, -4.20], [-1.13, 4.84, 7.22], [1.54, 0.05, -1.27], [3.12, 4.83, -3.55], [0.23, -0.99, 0.66], [-4.89, -4.05, 6.79], [-1.32, 1.84, -4.29], [-0.06, -1.18, -0.90], [-1.39, 0.34, 0.68], [0.66, 1.67, -0.78], [1.00, -0.90, -0.18], [1.16, -0.92, -3.24], [0.70, -0.91, 1.51], [0.67, -1.28, -0.48], [-0.19, 2.07, -1.28], [0.93, 0.01, -2.17], [-1.34, -1.38, 1.25], [-2.00, -1.10, -1.50], [1.21, 1.04, -2.07], [1.69, -1.68, 0.90], [-0.02, 0.34, 1.41], [0.37, 0.66, 2.18], [1.70, 1.84, 0.52], [1.50, -2.26, 1.30], [-2.46, -0.47, -0.08], [0.37, 1.63, -1.48], [-0.91, -1.96, 1.54], [2.21, 0.54, 0.36], [-1.65, 2.10, 0.19], [-0.78, 0.42, 0.61], [1.31, -0.26, -0.39], [-0.23, -0.06, -0.29], [0.30, -0.40, 0.48], [0.06, 1.77, 0.25], [-0.76, -1.19, -1.08], [0.21, 0.09, 0.24], [0.26, 0.01, -0.05], [-0.13, -0.01, 0.21], [-0.55, 0.51, 1.41], [0.10, 0.39, -0.35], [-0.29, -1.03, 1.03], [0.27, 0.47, -0.44], [-0.07, -0.17, 0.60], [0.01, 0.18, -0.14], [-0.02, -0.46, -0.09], [0.05, 0.21, -0.39], [-0.13, -0.05, 0.22], [-0.03, 0.39, -0.11], [0.05, 0.16, -0.20], [0.24, -0.10, -0.50], [0.02, -0.06, -0.03], [0.30, 0.14, 0.07], [-0.40, 0.19, 0.17], [0.03, -0.27, 0.10], [0.41, 0.15, -0.32], [-0.24, -0.23, 0.14], [-0.26, -0.14, -0.36], [0.01, -0.11, -0.10], [-0.20, -0.06, -0.10], [-0.02, -0.03, 0.05], [-0.17, -0.06, -0.04], [-0.10, 0.09, 0.11], [-0.04, 0.12, 0.10], [0.06, -0.06, 0.08], [0.07, 0.24, -0.03], [0.10, -0.11, -0.07], [0.12, 0.09, 0.21], [0.34, -0.01, 0.03], [1.65, 0.74, 0.46], [-0.98, -1.72, -0.88], [0.49, -0.43, -0.05], [-1.82, -0.66, 2.98], [-0.95, 1.10, -0.78], [-0.28, -0.30, -1.09], [0.65, 0.13, 3.43], [-0.03, 2.43, -1.10], [-0.40, -2.32, -0.67], [0.41, -2.17, -0.07], [-0.91, 0.96, -0.42], [-0.12, -0.09, -0.11], [0.77, 0.36, -1.66]],
  "orbital_gap_ev": 1.50,
  "total_charge": -1,
  "e_tot_ha": -4523.827068,
  "molar_mass_g_mol": 790.77,
  "fmax_ev_per_a": 9.3
}


[4]
{
  "formula": "C4H4GaO2",
  "method": "ωB97M-V/def2-TZVPD",
  "elements": ["O", "C", "C", "C", "C", "H", "H", "H", "H", "Ga", "O"],
  "coordinates": [[1.786, 2.591, 0.294], [1.499, 1.502, 0.282], [1.027, 0.239, 0.596], [0.268, -0.574, -0.354], [-1.045, -1.130, 0.082], [0.821, -1.111, -1.128], [-1.371, -2.050, -0.404], [-1.428, -0.895, 1.076], [1.174, -0.021, 1.664], [-1.774, 1.453, -1.313], [-0.957, -0.005, -0.796]],
  "forces_ev_per_angstrom": [[-0.27, -2.05, -0.42], [2.43, 6.05, 0.37], [-0.67, -2.85, 0.30], [-0.62, -0.67, 1.46], [0.08, -2.66, 1.79], [1.01, -0.68, -0.53], [-0.21, -0.14, -0.09], [-0.12, -0.14, 0.07], [0.68, -0.67, 0.49], [-3.35, 3.52, -2.25], [1.05, 0.30, -1.19]],
  "de_lowest_kcal_mol": 0.0,
  "orbital_gap_ev": [5.13, 6.92],
  "total_charge": 4,
  "e_tot_ha": -2227.546708,
  "s2": 0.75,
  "molar_mass_g_mol": 153.80,
  "fmax_ev_per_a": 6.5,
  "multiplicity": 2
}


[5]
{
  "formula": "C3H4N2O3",
  "method": "ωB97M-V/def2-TZVPD",
  "elements": ["C", "C", "C", "H", "H", "H", "H", "N", "N", "O", "O", "O"],
  "coordinates": [[-0.383, -0.213, -0.166], [-0.138, 2.063, 0.858], [1.377, -1.808, -0.325], [-0.891, -2.007, -1.005], [-1.745, 1.134, -0.186], [1.059, 2.100, 0.965], [2.476, -2.496, 0.510], [-1.168, -1.244, -0.280], [-0.811, 1.002, 0.254], [-0.858, 2.939, 1.396], [0.989, -0.334, -0.072], [0.847, -2.266, -1.612]],
  "forces_ev_per_angstrom": [[-0.66, -4.48, 0.98], [-1.05, 2.39, 2.44], [-1.45, -0.59, -7.64], [-0.27, 2.03, 2.39], [0.78, 0.51, 1.36], [-2.72, -0.54, -0.56], [-3.74, 2.41, -2.56], [-0.10, 1.60, -2.32], [-0.58, 0.45, -1.49], [2.63, -2.11, -1.87], [2.19, -4.02, -0.39], [4.97, 2.35, 9.65]],
  "de_lowest_kcal_mol": 154.7,
  "orbital_gap_ev": 8.06,
  "e_tot_ha": -451.733254,
  "molar_mass_g_mol": 116.08,
  "fmax_ev_per_a": 11.1
}